No. 1
A structure of composition C27H47BBr2CaClCs2I2KMgNO8PS. Source: OMol25; level of theory: ωB97M-V with the def2-TZVPD basis set.

Molecular weight = 1405.89 g/mol
Total charge = +2
Orbital gap = 0.990 eV

Structure (XYZ):
```
96
Properties=species:S:1:pos:R:3:forces:R:3
C -7.24701 4.23587 -0.06892 -0.4 -0.2 -1.0
C -7.06209 4.15614 -1.59870 -0.4 -0.8 1.1
C -6.12101 3.05691 -1.99748 -1.2 0.2 -0.2
C -6.73329 1.65030 -2.04131 0.7 0.6 0.1
C -5.70804 0.75938 -1.39027 -1.5 -1.2 -1.1
C -6.09331 -0.72552 -1.60362 2.1 0.8 -0.1
C -4.89786 -1.74706 -1.82571 -1.7 6.6 3.6
C -3.47964 -1.33780 -1.21176 0.7 -1.6 -1.3
C -2.37524 -2.45193 -1.58816 0.1 0.6 1.1
C -1.59412 -2.88411 -0.32079 -0.6 -0.3 -1.0
C -0.75963 -4.15797 -0.56764 0.3 1.4 -0.3
C 0.70141 -3.74925 -0.84333 0.4 -0.8 1.4
C 1.44604 -3.12793 0.42948 0.1 -0.5 -2.2
C 2.63110 -2.27898 -0.12487 -1.1 -0.4 1.9
C 3.34234 -1.32406 0.84673 1.4 0.3 -0.4
C 4.73165 -1.08567 0.13216 -1.1 -0.3 -0.6
C 4.72041 -0.72637 -1.38627 1.5 1.3 1.0
C 5.76690 0.44953 -1.59471 -1.5 -1.0 -1.1
I 5.48084 -2.35629 -2.65057 -0.4 -0.2 0.2
C 3.80094 -1.81110 2.25725 0.1 0.8 0.7
B 2.78957 -2.44127 3.33609 0.1 -0.1 0.0
O 3.36282 -3.07399 4.37882 0.7 -0.9 -0.5
O 1.42764 -2.38339 3.30058 -0.2 0.2 0.0
N 4.15369 -0.54225 2.96168 -0.6 -0.6 0.4
C 2.99690 0.22965 2.78191 1.0 -0.7 -2.0
O 2.37845 0.85372 3.53630 -1.2 1.3 1.6
C 2.66204 0.03246 1.25057 0.3 0.0 -1.0
I 0.60247 0.30157 0.69760 0.0 0.0 0.3
P 3.35926 1.62331 0.56304 -0.3 0.6 0.4
O 2.80186 2.76800 1.26648 -0.5 0.8 0.4
H -7.19825 5.26849 0.23953 -0.1 0.2 0.5
H -8.20501 3.80003 0.18855 -0.3 0.1 0.3
H -6.49961 3.63974 0.44442 0.3 0.1 0.2
H -6.69991 5.09314 -1.99812 -0.1 0.3 -0.1
H -8.06257 3.92223 -2.11216 1.8 0.3 1.4
H -5.76301 3.28964 -2.97416 0.3 -0.1 -0.1
H -5.26295 3.05515 -1.32125 0.2 0.3 0.0
H -6.78111 1.33460 -3.07688 -0.2 -0.1 -0.3
H -7.72722 1.56122 -1.62186 -0.2 0.0 0.3
H -5.66918 1.00049 -0.27470 -0.3 -0.3 -1.3
H -4.75564 1.04815 -1.94279 -3.4 -0.8 -0.9
H -6.73824 -1.05264 -0.80527 -0.1 -0.4 0.1
H -6.69071 -0.74728 -2.49949 -0.3 -0.3 -0.2
H -5.17731 -2.74550 -1.31850 -1.5 5.8 2.1
H -4.74467 -1.97145 -2.92963 -0.9 4.5 1.9
H -3.06972 -0.39288 -1.64267 -0.5 -2.0 -0.4
H -3.48968 -1.26849 -0.09733 -0.4 -0.1 -0.8
H -2.87554 -3.32093 -2.08800 4.6 2.2 2.0
H -1.69734 -2.00931 -2.30849 0.2 0.0 -0.3
H -0.94856 -2.05736 -0.05860 0.1 0.2 0.3
H -2.30927 -3.02071 0.48153 -0.1 -0.1 0.3
H -0.88607 -4.83298 0.27051 0.3 -0.3 0.1
H -1.14758 -4.60692 -1.47327 -0.1 -0.5 -0.1
H 0.78685 -3.09631 -1.69930 -0.2 0.3 -0.2
H 1.26616 -4.67428 -1.10307 -1.7 2.3 -1.5
H 1.82901 -3.97011 1.03170 -0.7 1.9 0.5
H 0.72709 -2.58762 1.01020 -0.1 0.2 0.2
H 2.20073 -1.70723 -0.93399 0.2 0.2 -0.4
H 3.39596 -2.97498 -0.49564 -0.1 0.1 -0.2
H 5.30928 -0.31887 0.61944 0.3 0.0 0.3
H 5.26994 -2.01357 0.25768 0.4 -0.1 0.0
H 3.77558 -0.34325 -1.75084 -0.7 -0.8 0.0
H 5.24901 1.40220 -1.55415 0.2 0.4 0.1
H 6.30464 0.31773 -2.54507 1.1 0.5 0.5
H 6.64227 0.34460 -0.76537 0.2 0.3 -0.6
H 4.73578 -2.35613 2.29829 0.0 -0.6 -0.5
H 2.85744 -3.83524 4.67559 -0.2 0.2 0.7
H 1.07829 -1.62222 2.82838 -0.3 0.0 -0.1
H 5.04792 -0.11425 2.75359 0.1 0.1 0.4
H 3.03242 1.68141 -0.81238 0.3 -0.6 -0.2
H 4.75907 1.62121 0.70486 0.1 -0.5 -0.3
Cs 2.37071 -5.84207 0.10050 2.6 -4.4 1.2
Br 8.26844 0.10129 0.03053 0.0 -0.2 0.3
K -3.58291 1.20800 -0.64293 4.7 3.7 3.5
C 7.11641 1.66368 6.12390 0.0 0.0 0.0
C 6.21115 2.70971 6.00637 0.0 0.0 0.0
C 5.60849 2.97451 4.78672 -0.1 0.1 0.0
C 5.90649 2.18576 3.68601 0.0 -0.1 -0.1
C 6.80940 1.13682 3.80358 -0.1 0.1 0.0
C 7.41754 0.87774 5.02255 0.0 -0.1 0.0
H 7.58762 1.46192 7.07602 0.0 0.0 0.0
H 5.97653 3.31997 6.86749 0.0 0.0 0.0
H 4.90859 3.79382 4.69365 0.0 0.0 0.0
H 5.43165 2.39405 2.73123 0.0 0.1 0.0
H 7.03812 0.52394 2.93952 0.2 0.0 -0.1
H 8.12492 0.06451 5.11355 0.0 0.0 0.0
O -3.81416 2.07953 -5.65582 -0.5 -0.2 0.1
S -3.95419 3.24448 -4.79084 1.5 -0.4 -0.9
O -5.43442 3.73231 -4.93406 0.3 -0.1 0.1
O -3.10376 4.34270 -5.19929 -0.3 0.3 0.1
O -3.74710 2.88794 -3.38188 0.1 -0.4 0.7
Cs -4.55826 -3.77696 -2.61174 -2.2 -17.5 -8.2
Mg 4.99327 0.00027 -3.88915 -0.1 0.4 -0.3
Br -9.15983 4.54745 -3.56367 -0.8 0.5 -2.5
Cl -8.24665 -2.72204 -1.13332 0.5 -0.7 -0.1
Ca -7.12141 4.43926 -5.70480 -0.9 0.1 0.8
```
Positions in Å, forces in eV/Å.

***

No. 2
A cluster of 2 separate species, C27H47F3N3O5 in total. Source: OMol25; level of theory: ωB97M-V with the def2-TZVPD basis set.

Molecular weight = 550.68 g/mol
Total charge = -1
Orbital gap = 4.305 eV

Structure (XYZ):
```
85
Properties=species:S:1:pos:R:3:forces:R:3
C 5.35360 0.66793 2.10683 0.3 1.4 -0.5
C 4.70170 1.99060 2.77192 0.8 -0.8 0.3
C 3.35422 1.69190 3.58137 0.8 -0.3 0.1
N 2.16967 2.48954 3.11042 0.8 -0.6 -1.3
C 1.84901 2.11850 1.73797 -0.8 -1.3 -1.2
C 1.16030 0.94000 1.41961 1.5 0.8 0.0
C 0.60517 -0.10504 2.50078 -0.5 1.3 -0.3
C -0.94740 0.29684 2.71866 0.6 -0.7 -0.1
C -1.87113 -0.93210 3.12360 -0.8 0.5 -0.1
C -2.27134 -1.88300 1.89000 -0.4 -0.1 0.3
C -3.83372 -1.72676 1.50420 0.6 -0.8 -0.6
C -4.10780 -0.49664 0.52925 -0.2 -0.7 0.0
C -5.59821 -0.46370 -0.06096 0.0 1.2 -0.7
C -5.79807 0.81529 -1.02751 0.4 0.5 0.2
C -5.60668 2.21090 -0.27411 -0.3 0.6 -0.3
C -5.54881 3.47172 -1.29728 -0.5 -1.4 0.3
O -4.27737 4.15236 -1.23320 -1.3 0.6 0.5
C -4.38718 5.42776 -0.55538 0.8 0.0 -0.2
C 0.89558 0.59547 -0.11120 -1.9 -2.0 0.2
O 0.05001 -0.32239 -0.30550 3.0 3.2 -0.1
C 1.64230 1.38187 -1.31239 1.3 1.9 0.4
N 1.63956 0.88617 -2.68601 0.4 -0.9 1.9
C 2.02164 -0.57456 -2.73217 -0.3 -1.6 0.3
C 2.60880 -1.00420 -4.15083 -0.4 1.4 0.6
C 2.28909 2.59713 -0.96544 -0.9 -1.8 0.4
C 3.03627 3.54134 -1.99182 -1.0 1.2 1.0
N 4.52903 3.40309 -1.95666 -0.5 0.0 -1.0
C 2.27876 3.05659 0.54176 0.0 2.0 -0.3
O 2.60099 4.24893 0.78732 -0.5 -3.1 -0.3
H 6.31945 1.03732 1.61323 -1.2 -0.7 0.7
H 5.62145 -0.11475 2.88148 -0.5 0.9 -1.0
H 4.71672 0.26426 1.25140 0.7 0.3 1.4
H 4.57102 2.78878 1.97356 0.0 -1.0 1.0
H 5.49909 2.37138 3.49964 -1.1 -0.3 -0.9
H 3.50442 1.93870 4.67831 -0.2 -0.3 -1.3
H 3.17362 0.56361 3.49945 -0.1 1.7 0.1
H 2.45029 3.48329 3.17763 -0.4 -0.7 -0.5
H 1.10300 0.04932 3.51588 -0.4 -0.2 -1.6
H 0.74984 -1.17484 2.16452 -0.3 1.3 0.2
H -1.30437 0.70135 1.71922 0.2 -0.3 1.4
H -0.93156 1.11980 3.51608 -0.3 -1.1 -1.2
H -2.86160 -0.47929 3.49226 1.3 -0.6 -0.4
H -1.47834 -1.53236 4.01609 -0.2 0.9 -1.3
H -1.68441 -1.67301 0.94365 -0.4 -0.1 1.2
H -2.04391 -2.97038 2.16895 -0.5 1.5 -0.4
H -4.08410 -2.67682 0.91055 0.1 1.3 0.9
H -4.47491 -1.69937 2.44911 0.8 0.0 -1.3
H -3.83159 0.46573 1.07374 -0.5 -1.1 -0.8
H -3.42326 -0.63807 -0.37256 -0.7 0.4 1.2
H -5.82091 -1.37364 -0.71791 0.4 1.0 1.2
H -6.39276 -0.36006 0.74564 1.0 -0.4 -0.8
H -6.84130 0.83454 -1.50068 1.4 -0.2 0.7
H -5.05073 0.79910 -1.89510 -0.9 -0.2 1.2
H -6.50600 2.38855 0.41031 1.3 -0.4 -0.7
H -4.65133 2.27585 0.33640 -1.2 -0.3 -0.7
H -6.42851 4.14010 -1.04223 1.1 -0.4 -0.5
H -5.69429 3.04987 -2.33927 0.2 0.7 1.0
H -3.36938 5.64658 -0.07855 -1.5 -0.4 -0.5
H -4.56912 6.25988 -1.31962 -0.1 -1.0 1.1
H -5.19902 5.35111 0.23032 1.0 0.5 -0.8
H 2.35209 1.34117 -3.26637 -0.5 0.3 0.7
H 2.74418 -0.78810 -1.86647 -0.7 0.1 -1.4
H 1.11270 -1.22803 -2.54208 1.0 1.0 -0.1
H 2.87610 -2.10166 -4.15630 -0.3 1.4 0.0
H 1.80672 -0.74847 -4.92866 1.2 -0.6 1.0
H 3.51550 -0.34051 -4.35765 -1.0 -1.1 0.1
H 2.60984 3.44907 -3.04790 0.6 -0.2 1.5
H 2.79133 4.61594 -1.67296 0.0 -1.6 -0.4
H 4.81968 3.39166 -2.94252 0.2 -0.1 0.7
H 4.97503 4.23214 -1.55317 -0.5 -0.4 -0.1
C 2.14479 -4.08952 -0.34555 0.1 -0.1 0.4
C 0.75341 -4.08849 -0.95514 -0.1 0.2 -0.4
O 0.64852 -4.86103 -2.13523 1.0 0.5 -0.2
C 0.50624 -6.31041 -2.01995 -1.8 -0.4 1.2
O -0.46509 -6.63511 -1.19880 0.9 -0.4 -0.3
C 1.86116 -7.04075 -1.69738 -0.1 0.7 -0.1
F 2.90928 -6.44584 -2.33834 0.2 -0.2 0.0
F 1.84896 -8.32069 -2.14422 -0.1 0.1 0.1
F 2.19563 -7.09201 -0.39203 0.0 -0.2 -0.1
H 2.91624 -4.03420 -1.11727 -0.1 0.1 0.0
H 2.25770 -3.23905 0.33517 0.0 0.1 0.0
H 2.31952 -4.99003 0.24124 0.1 0.1 -0.1
H 0.53758 -3.05973 -1.26474 -0.1 0.0 -0.1
H -0.00890 -4.34726 -0.21361 0.0 -0.3 -0.1
H 0.36637 -6.58118 -3.08478 0.0 0.0 -0.3
```
Positions in Å, forces in eV/Å.

***

Among the records above, which one has the highest molecular weight?
C27H47BBr2CaClCs2I2KMgNO8PS

***

What is the formula in the second record?
C27H47F3N3O5

***

Among the records above, which one has the lowest orbital gap?
C27H47BBr2CaClCs2I2KMgNO8PS